1.
Below is C33H31N10O9Sr as an isolated structure, with properties calculated with ωB97M-V/def2-TZVPD.

XYZ file:
```
84
Properties=species:S:1:pos:R:3:forces:R:3
Sr -0.578 0.127 -0.319 -0.08 -0.15 0.08
N -0.816 -2.295 1.063 -0.07 0.04 -0.07
C -2.299 -2.396 1.081 0.01 0.00 -0.05
C -2.775 -2.416 -0.382 -0.09 0.04 -0.03
O -3.262 -3.481 -0.816 0.03 0.05 0.01
N -2.528 -1.281 -1.016 0.29 -0.03 -0.12
C -2.556 -1.324 -2.465 -0.20 -0.07 -0.08
C -1.175 -1.178 -3.151 0.16 -0.02 -0.06
O -1.148 -1.125 -4.384 0.03 0.00 0.10
O -0.128 -1.080 -2.397 -0.22 0.14 0.02
H -0.479 -3.036 0.445 -0.02 0.03 0.00
H -0.443 -2.479 1.987 0.01 0.03 0.05
H -2.705 -1.536 1.620 0.02 0.03 -0.04
H -2.647 -3.313 1.559 0.00 -0.02 0.03
H -3.167 -0.510 -2.873 0.02 0.01 0.04
H -3.004 -2.248 -2.843 0.07 -0.05 0.01
C 2.123 -3.169 -1.991 0.03 0.00 0.01
N 2.399 -2.499 -0.712 -0.03 0.08 -0.06
C 2.804 -1.109 -0.941 0.00 0.01 -0.01
C 2.842 -0.386 0.365 0.04 -0.06 0.14
N 1.807 0.133 0.971 0.14 -0.06 -0.14
C 2.279 0.592 2.195 -0.08 0.02 -0.02
C 1.590 1.215 3.235 0.00 0.01 0.00
C 2.318 1.569 4.355 -0.01 0.00 0.00
C 3.695 1.314 4.447 0.00 0.00 0.00
C 4.387 0.694 3.423 0.02 -0.01 0.00
C 3.650 0.335 2.300 -0.02 0.01 0.00
N 3.981 -0.286 1.111 -0.03 0.01 -0.03
C 1.308 -4.393 -1.740 -0.07 0.02 0.11
N 0.124 -4.349 -1.206 0.04 -0.02 0.03
C -0.319 -5.663 -1.179 -0.02 -0.02 0.02
C -1.551 -6.167 -0.767 0.00 -0.05 0.04
C -1.736 -7.534 -0.862 0.02 0.01 0.00
C -0.734 -8.382 -1.361 0.00 0.01 0.00
C 0.484 -7.888 -1.794 0.00 0.00 0.01
C 0.667 -6.513 -1.696 -0.03 0.01 -0.02
N 1.705 -5.669 -2.047 0.03 0.06 -0.07
H 3.068 -3.419 -2.483 0.02 -0.04 0.03
H 1.531 -2.519 -2.648 0.03 -0.01 -0.04
H 1.515 -2.474 -0.208 -0.02 -0.04 0.01
H 2.125 -0.591 -1.628 -0.02 0.05 0.00
H 3.801 -1.099 -1.392 0.01 0.00 -0.01
H 0.524 1.390 3.148 0.02 0.00 0.01
H 1.817 2.050 5.186 0.01 -0.01 -0.02
H 4.227 1.606 5.343 0.00 0.00 -0.01
H 5.449 0.494 3.501 -0.02 0.00 -0.01
H 4.861 -0.696 0.861 0.07 -0.01 0.00
H -2.324 -5.481 -0.433 0.00 0.00 -0.03
H -2.684 -7.965 -0.562 0.01 0.00 0.00
H -0.923 -9.446 -1.422 0.00 0.01 0.00
H 1.246 -8.545 -2.195 0.00 0.01 0.00
H 2.584 -5.923 -2.457 0.01 -0.02 -0.03
O -1.493 1.203 1.909 0.03 0.11 -0.06
C -1.770 2.259 1.292 -0.04 0.10 0.11
O -1.595 2.483 0.073 0.06 -0.04 0.07
C -2.353 3.399 2.117 0.00 -0.05 0.00
C -2.568 3.232 3.477 0.02 -0.05 -0.01
C -3.074 4.289 4.210 0.01 0.02 0.00
C -3.380 5.510 3.643 0.00 0.02 0.02
C -3.152 5.639 2.287 0.00 0.02 0.01
C -2.646 4.613 1.513 0.03 -0.03 -0.06
N -3.455 6.938 1.654 0.00 -0.11 0.07
O -3.186 7.070 0.482 0.08 -0.02 -0.27
O -3.953 7.800 2.347 -0.10 0.15 0.19
N -3.289 4.123 5.660 -0.06 0.02 -0.12
O -3.752 5.062 6.273 -0.06 0.18 0.07
O -2.995 3.058 6.154 0.09 -0.21 0.06
H -2.337 2.282 3.937 0.00 0.01 0.01
H -3.774 6.323 4.229 -0.01 0.02 0.01
H -2.473 4.730 0.453 -0.01 0.02 0.01
C 1.834 5.089 -4.686 0.00 0.00 0.01
C 1.555 3.974 -3.716 0.01 0.01 -0.04
C 1.596 4.177 -2.343 0.01 0.02 0.03
C 1.324 3.118 -1.492 0.03 -0.03 -0.05
N 1.033 1.893 -1.925 -0.19 -0.13 0.05
C 0.985 1.690 -3.247 0.00 0.01 0.04
C 1.239 2.696 -4.164 0.00 0.00 0.00
H 1.935 6.045 -4.173 0.00 -0.01 0.00
H 1.029 5.175 -5.417 0.00 0.00 0.01
H 2.756 4.898 -5.238 -0.01 0.00 0.01
H 1.819 5.155 -1.934 0.00 -0.01 0.00
H 1.328 3.259 -0.416 0.00 -0.01 -0.01
H 0.709 0.685 -3.561 0.01 0.02 0.00
H 1.172 2.480 -5.223 0.00 0.00 0.01
```
Forces are in eV/Å.

The HOMO energy is -0.1676 hartree. As for the HOMO-LUMO gap: 5.64 eV. Its total charge is -1. The calculation puts the energy above the lowest of the compared OMol25 structures with the same formula, charge and spin at 16.14 kcal/mol.

2.
Below is an isolated molecule of C6H4Br2N2 in a non-equilibrium geometry, with properties calculated with ωB97M-V/def2-TZVPD.

XYZ file:
```
14
Properties=species:S:1:pos:R:3:forces:R:3
C -1.227 0.591 -1.277 -0.21 0.74 -0.59
C 0.702 -1.384 0.212 2.42 0.72 -0.48
C 0.798 1.042 0.858 1.23 0.48 -0.98
C -0.558 -1.560 0.137 -1.34 -0.17 0.56
C 1.379 0.039 -0.074 1.33 -2.11 -0.46
C -1.332 1.253 -0.064 -0.15 -0.32 1.45
N -1.195 0.345 -2.396 0.12 -0.70 -1.24
N -0.373 1.580 0.779 0.20 -0.16 0.95
Br -1.967 -2.678 0.418 0.33 0.04 -0.17
Br -3.069 1.576 0.571 -0.15 0.07 -0.26
H 1.571 -2.056 0.313 -1.09 -0.46 0.25
H 1.435 1.345 1.695 -0.30 0.08 -0.26
H 2.503 -0.202 0.001 -1.63 0.95 0.78
H 1.333 0.110 -1.173 -0.76 0.83 0.44
```
Forces are in eV/Å.

The HOMO energy (alpha / beta) is -0.3166 / -0.3098 hartree. As for the HOMO-LUMO gap (alpha / beta): 6.98 / 7.49 eV. The calculation puts the energy above the lowest of the compared OMol25 structures with the same formula, charge and spin at 108.50 kcal/mol.

3.
Below is a 5-piece molecular cluster, C17H23BBrF12O11P overall, with properties calculated with ωB97M-V/def2-TZVPD.

XYZ file:
```
66
Properties=species:S:1:pos:R:3:forces:R:3
O -2.517 -2.590 -3.455 -0.14 0.07 0.00
C -1.368 -2.094 -3.619 -0.09 -0.31 0.03
O -1.060 -0.918 -3.233 0.13 0.33 -0.02
B -0.268 -3.090 -4.342 -0.17 0.27 0.11
P 1.630 -2.938 -4.006 -0.27 -0.48 -0.01
O 1.753 -3.004 -2.311 0.05 0.27 -0.08
Br 2.187 -0.701 -4.264 0.15 0.37 -0.01
H -0.417 -4.236 -3.917 0.21 -0.10 -0.05
H -0.358 -3.112 -5.566 0.06 0.02 0.03
H 2.313 -2.267 -2.039 -0.01 -0.13 0.06
C -0.812 -2.207 -0.299 0.12 -0.28 0.22
C -1.041 -1.257 0.837 -0.01 0.31 -0.32
O -1.239 -1.943 2.130 0.05 -0.08 0.05
C -0.174 -2.278 2.810 -0.02 0.07 0.05
O 0.984 -2.063 2.586 -0.06 -0.03 -0.01
C -0.620 -2.948 4.135 0.01 0.07 -0.13
F -1.568 -3.873 3.966 0.05 0.01 0.02
F -1.122 -1.991 4.946 0.01 -0.14 0.14
F 0.408 -3.517 4.767 -0.05 0.02 -0.01
H -1.638 -2.912 -0.389 -0.05 0.06 -0.09
H -0.758 -1.638 -1.234 -0.05 0.00 -0.11
H 0.119 -2.765 -0.185 0.01 0.08 -0.02
H -1.969 -0.705 0.700 -0.03 -0.04 0.08
H -0.222 -0.547 0.960 0.05 -0.09 0.07
C 5.745 -1.229 4.266 -0.03 0.10 -0.06
C 5.548 -2.311 3.228 0.05 -0.12 0.12
O 4.927 -1.786 2.042 0.04 0.04 -0.07
C 5.720 -1.180 1.172 -0.03 -0.05 0.00
O 6.904 -1.015 1.264 -0.06 0.01 0.02
C 4.881 -0.736 -0.051 -0.05 0.01 0.11
F 3.752 -0.148 0.351 0.05 0.00 -0.10
F 4.577 -1.811 -0.779 0.01 0.10 -0.04
F 5.567 0.123 -0.799 -0.01 -0.09 0.03
H 4.795 -0.744 4.491 -0.01 -0.03 0.02
H 6.140 -1.665 5.184 0.00 -0.01 0.00
H 6.445 -0.473 3.912 0.02 -0.03 0.00
H 4.857 -3.074 3.578 -0.04 0.03 -0.03
H 6.490 -2.787 2.957 0.01 0.06 -0.04
C -1.548 1.079 4.583 -0.06 0.14 0.11
C -2.350 1.937 3.635 0.16 -0.13 -0.19
O -3.419 2.632 4.337 -0.02 0.08 0.03
C -3.085 3.732 4.977 -0.03 0.00 0.00
O -2.010 4.253 5.056 -0.05 -0.04 0.00
C -4.344 4.347 5.637 0.04 0.01 -0.01
F -5.081 3.423 6.265 0.02 0.04 -0.01
F -5.114 4.928 4.704 0.02 -0.02 0.04
F -4.000 5.278 6.528 -0.02 -0.04 -0.05
H -2.199 0.383 5.109 0.02 -0.05 -0.05
H -0.812 0.508 4.018 -0.01 -0.02 -0.01
H -1.023 1.691 5.317 0.02 0.01 -0.04
H -2.863 1.335 2.889 -0.06 0.02 0.04
H -1.731 2.671 3.122 -0.02 0.06 0.07
C -1.558 2.792 -4.118 -0.05 0.14 -0.10
C -1.817 1.655 -5.076 0.20 -0.24 0.45
O -2.583 2.120 -6.238 0.02 0.03 -0.15
C -1.930 2.728 -7.193 -0.08 0.00 0.06
O -0.766 3.001 -7.273 -0.04 0.00 0.01
C -2.915 3.083 -8.338 0.05 0.00 0.02
F -4.056 3.618 -7.876 0.03 -0.01 -0.03
F -3.235 1.990 -9.047 -0.01 0.04 0.01
F -2.368 3.969 -9.178 -0.03 -0.04 0.02
H -2.494 3.267 -3.817 0.00 -0.05 0.06
H -1.067 2.379 -3.238 -0.01 -0.04 -0.01
H -0.913 3.551 -4.563 0.04 -0.03 0.01
H -2.423 0.882 -4.612 0.02 -0.08 -0.11
H -0.887 1.197 -5.403 -0.03 -0.05 -0.15
```
Forces are in eV/Å.

The HOMO energy is -0.0101 hartree. As for the HOMO-LUMO gap: 3.73 eV. Its total charge is -2.

4.
Below is an isolated ion of composition C3H6NO3 and charge +1 in a non-equilibrium geometry, with properties calculated with ωB97M-V/def2-TZVPD.

XYZ file:
```
13
Properties=species:S:1:pos:R:3:forces:R:3
N -1.704 -0.008 -0.262 2.73 -1.69 -0.68
C -0.502 -0.032 0.698 0.66 0.12 0.83
C 0.698 0.762 0.208 -2.04 -1.26 -0.31
O 1.146 2.007 0.320 -0.57 -0.93 0.25
O 0.617 0.029 -1.131 1.02 -0.39 -0.09
C 0.771 -0.673 0.128 0.48 1.48 0.53
O 1.589 -1.694 0.430 -0.63 0.13 -1.22
H -2.392 -0.657 -0.033 -1.54 -1.72 1.06
H -1.224 -0.472 -1.170 -1.10 2.52 1.50
H -2.197 0.871 -0.267 0.33 0.79 -0.85
H -0.639 -0.148 1.802 -0.48 0.30 -1.17
H 1.866 2.016 -0.303 1.15 0.72 -0.44
H 1.971 -2.001 -0.420 -0.01 -0.08 0.60
```
Forces are in eV/Å.

The HOMO energy is -0.5130 hartree. As for the SMILES: [NH3+][C@@H]1[C@]2(O)O[C@]12O. As for the HOMO-LUMO gap: 10.15 eV. Its total charge is +1. The calculation puts the energy above the lowest of the compared OMol25 structures with the same formula, charge and spin at 100.83 kcal/mol.

5.
Below is a 2-piece molecular cluster, C9H19P overall in a non-equilibrium geometry, with properties calculated with ωB97M-V/def2-TZVPD.

XYZ file:
```
29
Properties=species:S:1:pos:R:3:forces:R:3
C 0.993 -0.199 0.763 0.31 1.01 -0.88
C -0.995 1.003 1.546 -2.08 -0.75 -0.52
C -0.806 -1.408 1.357 -2.01 1.36 -1.46
C 0.399 -0.324 3.242 2.53 1.44 0.18
C -1.390 0.047 -1.884 0.96 -3.71 -0.31
C 0.540 1.666 -1.695 -0.62 -2.46 1.20
C 0.968 -0.619 -2.616 -0.04 -0.91 -0.32
C -0.038 -0.160 1.790 -1.29 -1.07 0.16
C 0.081 0.174 -1.731 1.39 2.61 0.68
P 2.584 -0.483 0.657 0.96 0.23 -0.41
H -2.046 0.568 1.590 1.02 0.61 0.28
H -0.976 1.786 2.300 0.42 0.34 -0.35
H -0.938 1.300 0.482 0.24 0.50 0.98
H -1.032 -1.229 0.275 -0.52 -0.37 1.01
H -0.288 -2.282 1.337 2.25 -2.37 0.19
H -1.677 -1.665 1.945 -0.60 0.56 0.15
H 1.276 0.380 3.460 -1.27 -0.45 -0.23
H 0.911 -1.273 3.325 -0.32 -0.58 0.33
H -0.342 -0.156 4.034 -0.09 -0.27 -0.55
H -1.880 0.231 -0.972 -0.98 0.62 0.86
H -1.842 0.496 -2.735 -0.16 1.11 -0.66
H -1.537 -1.051 -2.105 -0.30 0.77 0.37
H 0.361 1.877 -2.733 0.50 1.30 -0.45
H -0.074 2.187 -0.986 -0.69 0.67 -0.27
H 1.524 1.760 -1.242 0.44 0.05 -0.91
H 0.653 -0.525 -3.672 0.13 0.48 0.15
H 2.040 -0.359 -2.541 -0.64 -0.17 -0.03
H 0.816 -1.690 -2.467 0.27 -0.14 0.31
H 2.716 -0.053 -0.723 0.18 -0.42 0.51
```
Forces are in eV/Å.

The HOMO energy (alpha / beta) is -0.2775 / -0.2854 hartree. As for the HOMO-LUMO gap (alpha / beta): 7.58 / 8.22 eV. The calculation puts the energy above the lowest of the compared OMol25 structures with the same formula, charge and spin at 74.29 kcal/mol.

6.
Below is C10H19N2 as an isolated structure in a non-equilibrium geometry, with properties calculated with ωB97M-V/def2-TZVPD.

XYZ file:
```
31
Properties=species:S:1:pos:R:3:forces:R:3
C -0.291 -1.530 2.862 0.47 0.19 0.52
C -1.271 0.436 3.292 -0.52 3.88 0.17
C -1.247 -1.654 1.723 -0.04 1.63 0.37
C -1.347 -0.360 0.915 2.73 -1.59 1.05
C -1.934 -0.416 -0.414 -2.34 0.24 -4.05
C 2.297 -0.961 -1.603 -2.20 0.33 -2.59
C 0.018 1.987 -1.020 1.54 2.09 -0.97
C 0.504 0.100 0.587 -1.18 0.61 3.88
C 0.981 -0.260 -1.831 -0.60 2.52 0.73
C 0.571 0.708 -0.655 0.96 -1.36 -4.14
N -0.330 -0.513 3.608 1.18 -0.97 -0.05
N -1.671 0.598 1.821 -0.38 4.03 1.50
H 0.520 -2.255 3.045 -0.67 0.11 -0.13
H -2.099 0.334 3.993 -0.84 -0.32 -0.51
H -0.854 -2.386 1.136 0.24 -2.37 -1.93
H -2.260 -1.785 2.047 -0.58 -0.99 0.45
H -2.748 -1.169 -0.593 0.58 0.30 1.04
H -1.263 -0.689 -1.309 -0.95 0.75 2.04
H -2.490 0.528 -0.727 1.00 -0.82 0.54
H 2.863 -0.325 -1.057 2.45 1.82 1.36
H 2.118 -1.809 -1.063 -0.06 -2.54 1.30
H 2.660 -1.170 -2.593 0.79 -0.37 -0.03
H -0.587 2.379 -0.189 0.30 0.61 -0.58
H 0.918 2.715 -1.398 -1.90 -1.20 1.39
H -0.526 1.954 -1.976 -0.38 -0.17 0.43
H 1.243 -0.626 0.853 -0.20 -1.62 -0.48
H -0.919 1.499 3.633 -0.25 -1.68 -0.91
H 0.540 0.683 1.510 0.34 0.94 -0.50
H 0.133 -0.933 -1.951 0.48 -0.34 -0.44
H 1.035 0.386 -2.727 -0.09 -0.44 0.25
H -1.783 1.681 1.568 0.09 -3.29 0.31
```
Forces are in eV/Å.

The HOMO energy (alpha / beta) is -0.3925 / -0.5162 hartree. As for the HOMO-LUMO gap (alpha / beta): 7.86 / 6.85 eV. Its total charge is +1. Its multiplicity is 3. The calculation puts the energy above the lowest of the compared OMol25 structures with the same formula, charge and spin at 24.90 kcal/mol.